1.
The following is a DFT calculation (ωB97M-V/def2-TZVPD) of C4H5NO in the gas phase.

The relative energy (zero: lowest compared OMol25 entry of this formula, charge and spin) is 47.51 kJ/mol. Its HOMO-LUMO gap is 10.018 eV.

Last column: natural (NBO) charge in e.
Element x y z (Å)
C1 0.980 -0.794 -1.098  -0.657
C2 0.124 -0.124 -0.124  0.247
C3 -1.086 -0.419 0.392  -0.138
N1 -1.457 0.552 1.306  -0.450
C4 -0.483 1.392 1.272  0.309
O1 0.516 1.070 0.423  -0.416
H1 2.036 -0.904 -0.864  0.234
H2 0.584 -1.781 -1.350  0.236
H3 0.881 -0.047 -1.935  0.230
H4 -1.713 -1.264 0.160  0.213
H5 -0.382 2.318 1.817  0.192



2.
The following is a DFT calculation (ωB97M-V/def2-TZVPD) of C4H5NO in the gas phase.

The relative energy (zero: lowest compared OMol25 entry of this formula, charge and spin) is 280.14 kJ/mol. Its HOMO-LUMO gap is 9.070 eV.

Last column: natural (NBO) charge in e.
Element x y z (Å)
N1 -0.973 -0.222 -1.713  -0.815
C1 -0.323 -0.125 -0.502  0.458
C2 -0.633 -0.498 0.765  -0.402
C3 0.469 -0.059 1.620  -0.418
C4 1.315 0.537 0.725  0.118
O1 0.863 0.549 -0.552  -0.438
H1 -0.377 -0.181 -2.526  0.392
H2 -1.655 -0.964 -1.756  0.391
H3 -1.521 -1.047 1.057  0.223
H4 0.546 1.037 1.971  0.281
H5 2.288 0.972 0.913  0.210



3.
The following is a DFT calculation (ωB97M-V/def2-TZVPD) of a molecular structure, C4H5NO.

The relative energy (zero: lowest compared OMol25 entry of this formula, charge and spin) is 219.52 kJ/mol. Its HOMO-LUMO gap is 11.537 eV.

Last column: natural (NBO) charge in e.
Element x y z (Å)
N1 1.920 -1.352 0.173  -0.317
C1 1.656 -0.226 0.111  0.238
C2 0.593 0.824 0.137  0.007
C3 -0.509 0.290 -0.802  -0.417
C4 -0.845 -0.545 0.453  -0.085
O1 -0.215 0.484 1.262  -0.490
H1 0.938 1.861 0.121  0.223
H2 -1.245 1.076 -0.989  0.222
H3 -0.212 -0.205 -1.727  0.220
H4 -1.871 -0.742 0.760  0.197
H5 -0.210 -1.467 0.500  0.202



4.
The following is a DFT calculation (ωB97M-V/def2-TZVPD) of C4H5NO in the gas phase.

The relative energy (zero: lowest compared OMol25 entry of this formula, charge and spin) is 80.20 kJ/mol. Its HOMO-LUMO gap is 11.118 eV.

Last column: natural (NBO) charge in e.
Element x y z (Å)
C1 -0.239 0.846 0.989  -0.596
C2 -0.117 -0.440 0.171  -0.415
C3 -0.556 -0.323 -1.289  0.453
O1 -0.754 0.725 -1.841  -0.487
C4 1.299 -0.791 -0.053  0.271
N1 2.398 -0.946 -0.382  -0.295
H1 0.039 0.652 2.029  0.224
H2 0.429 1.606 0.580  0.235
H3 -1.258 1.242 0.969  0.229
H4 -0.663 -1.270 0.642  0.257
H5 -0.577 -1.299 -1.815  0.125